# C15H18

A 2-piece molecular cluster, C15H18 overall (ωB97M-V/def2-TZVPD, the Open Molecules 2025 dataset).

Structure (XYZ):
```
33
C15H18 ωB97M-V/def2-TZVPD
C 3.27318 -0.74394 0.54312
C 2.66928 -2.14744 0.39127
C 1.66981 -2.32550 -0.76068
C 1.37949 -3.56641 -1.22894
C 0.35624 -3.79021 -2.11434
C -0.40649 -2.70078 -2.50651
C -0.08725 -1.36691 -2.13119
C 0.91838 -1.24320 -1.23603
H 3.95496 -0.50363 -0.31393
H 3.92431 -0.71679 1.45224
H 2.41205 -0.07183 0.69187
H 3.18984 -3.09547 0.52235
H 1.91170 -2.26879 1.25828
H 1.84498 -4.50447 -1.05995
H -0.04947 -4.78425 -2.41391
H -1.39729 -2.71456 -3.05195
H -0.71892 -0.45261 -2.50023
H 1.17714 -0.27848 -0.81624
C -3.66708 3.10860 1.71914
C -2.32092 2.72333 1.27645
C -1.99411 3.09881 -0.03037
C -0.67553 2.74370 -0.47629
C 0.18580 2.00128 0.39825
C -0.27694 1.43537 1.51683
C -1.54962 1.86048 2.01382
H -3.68324 4.18067 2.05476
H -4.01313 2.53235 2.51309
H -4.58300 2.76367 1.14640
H -2.79069 3.63535 -0.58622
H -0.25206 3.10978 -1.38810
H 1.18733 1.92017 0.09681
H 0.30300 0.75918 2.12441
H -1.89176 1.40252 2.89578
```

For the energy above the lowest of the compared OMol25 structures with the same formula, charge and spin, the calculation gives 44.37 kcal per mole. Its SMILES is CCc1ccccc1.Cc1ccccc1. The total energy comes out at -15845.055 eV.